Molecular formula: C40H110N10O10
Method: DFT, ωB97M-V with the def2-TZVPD basis set

```
170
Properties=species:S:1:pos:R:3:lowdin_charge:R:1
C -7.2769 27.5024 9.3156 -0.111
O -8.0939 28.3006 8.4592 -0.222
C -8.6384 29.5127 9.0284 -0.148
C -9.6951 30.1303 8.1038 -0.452
C -9.1472 30.4224 6.6876 -0.039
N -10.3864 31.2500 8.6237 0.040
H -7.7562 27.0285 10.1723 0.087
H -6.3831 28.0086 9.6802 0.087
H -6.9424 26.6524 8.7208 0.068
H -9.0173 29.1875 9.9973 0.122
H -7.7764 30.1699 9.1425 0.125
H -10.4410 29.3612 7.9034 0.092
H -8.2807 31.0777 6.5995 0.062
H -9.9178 31.0069 6.1851 0.065
H -9.0094 29.4726 6.1708 0.068
H -11.0285 30.9040 9.3223 0.074
H -11.0157 31.7321 7.9979 0.073
C 0.4020 30.1895 3.8433 -0.091
O -0.9105 30.5047 3.3882 -0.214
C -1.1860 30.0950 2.0673 -0.222
C -2.6769 30.2220 1.7389 -0.373
C -3.6249 29.2290 2.4879 -0.060
N -2.8230 29.9214 0.2924 0.036
H 1.0773 30.6783 3.1411 0.087
H 0.6103 29.1312 4.0007 0.087
H 0.2924 30.7040 4.7980 0.084
H -0.5330 30.6356 1.3823 0.120
H -0.9188 29.0435 1.9619 0.122
H -3.0252 31.2342 1.9444 0.135
H -3.4326 29.0678 3.5486 0.062
H -3.5570 28.2513 2.0109 0.069
H -4.6247 29.6513 2.3865 0.062
H -2.7557 28.9313 0.1046 0.069
H -3.7642 30.1609 0.0151 0.010
C -13.4790 22.3835 0.2595 -0.112
O -13.4416 22.2527 1.6586 -0.229
C -12.0894 22.3671 2.1764 -0.142
C -12.1707 22.2152 3.7401 -0.498
C -10.8436 22.1473 4.3568 -0.069
N -13.0421 21.1234 4.0158 0.051
H -14.4381 22.1711 -0.2127 0.087
H -12.8141 21.6724 -0.2308 0.085
H -13.1486 23.4192 0.1803 0.085
H -11.5929 21.4514 1.8553 0.129
H -11.6155 23.3175 1.9311 0.102
H -12.6538 23.1441 4.0431 0.127
H -11.0152 21.7154 5.3428 0.082
H -10.4450 23.1591 4.4312 0.061
H -10.1834 21.3700 3.9721 0.092
H -13.8893 21.2682 3.4853 0.067
H -13.3937 21.3568 4.9334 0.076
C -5.0377 19.1046 9.3417 -0.089
O -6.0990 20.0679 9.3871 -0.174
C -6.3340 20.5448 8.0626 -0.215
C -7.3277 21.7228 8.0019 -0.432
C -7.6469 22.0482 6.5675 -0.079
N -6.6707 22.9226 8.4954 0.053
H -5.3940 18.1602 8.9303 0.086
H -4.7874 18.9403 10.3898 0.089
H -4.2320 19.5385 8.7496 0.086
H -5.5285 20.9780 7.4696 0.122
H -6.7976 19.7778 7.4422 0.127
H -8.2667 21.4418 8.4788 0.141
H -8.1614 21.1955 6.1245 0.077
H -6.7223 22.2211 6.0168 0.076
H -8.2026 22.9660 6.3752 0.050
H -7.3426 23.4460 9.0382 0.081
H -6.1179 22.4494 9.1958 0.077
C -13.0679 28.1478 7.0425 -0.115
O -12.5617 26.8410 6.9029 -0.171
C -11.2538 26.7309 7.3850 -0.228
C -10.6820 25.2948 7.4076 -0.415
C -11.3450 24.5348 8.5413 -0.059
N -9.2389 25.2256 7.4849 0.076
H -14.1181 27.9797 6.8037 0.097
H -12.5691 28.9170 6.4530 0.075
H -12.9188 28.5545 8.0428 0.080
H -10.5677 27.2707 6.7324 0.113
H -11.1910 27.1708 8.3803 0.117
H -10.8853 24.8514 6.4328 0.129
H -10.8279 23.6992 9.0129 0.067
H -12.3304 24.1545 8.2720 0.077
H -11.4857 25.1257 9.4464 0.072
H -8.7116 25.3982 6.6410 0.018
H -9.0575 25.9198 8.1958 0.049
C -13.8429 26.3681 2.9082 -0.137
O -12.8288 27.0478 2.2811 -0.219
C -12.7274 28.4469 2.7426 -0.127
C -11.6971 29.1250 1.8171 -0.477
C -11.3168 30.5261 2.2624 -0.057
N -12.2011 29.1213 0.4955 0.048
H -13.9715 25.4042 2.4158 0.085
H -14.8345 26.7983 2.7679 0.089
H -13.5519 26.2119 3.9470 0.089
H -13.7289 28.8771 2.7355 0.127
H -12.3686 28.4126 3.7713 0.113
H -10.7060 28.6765 1.7485 0.105
H -12.1609 31.2131 2.3230 0.080
H -10.6164 30.9691 1.5544 0.074
H -10.7993 30.4474 3.2185 0.071
H -12.3871 28.1612 0.2430 0.075
H -13.1538 29.4436 0.5878 0.076
C -5.3144 31.7960 -0.6023 -0.075
O -5.6888 30.4837 -0.1013 -0.234
C -6.9842 30.1854 -0.5511 -0.195
C -7.3883 28.9030 0.2353 -0.401
C -6.3950 27.7797 0.0252 -0.064
N -8.7309 28.4102 -0.1661 0.058
H -5.5357 31.8570 -1.6678 0.090
H -4.2328 31.9122 -0.5329 0.077
H -5.7899 32.6407 -0.1039 0.091
H -7.7234 30.9844 -0.4931 0.125
H -6.8592 29.8915 -1.5932 0.127
H -7.4364 29.0001 1.3199 0.122
H -5.4135 28.0606 0.4072 0.057
H -6.2892 27.5573 -1.0366 0.084
H -6.7258 26.8201 0.4224 0.061
H -9.1090 28.6773 -1.0638 0.075
H -9.3002 28.8039 0.5695 0.023
C -2.5537 28.0587 8.7549 -0.117
O -2.9588 26.7305 8.6505 -0.184
C -3.7465 26.4169 7.5384 -0.177
C -4.0332 24.8637 7.6137 -0.411
C -2.8541 23.9057 7.5405 -0.058
N -4.9847 24.3556 6.6267 0.017
H -1.7733 28.2596 8.0210 0.090
H -2.1734 28.3111 9.7447 0.089
H -3.3481 28.7944 8.6289 0.066
H -4.7284 26.8744 7.6596 0.100
H -3.1860 26.5668 6.6156 0.130
H -4.5940 24.7631 8.5430 0.117
H -2.1620 24.0740 8.3656 0.072
H -2.1882 24.0316 6.6867 0.077
H -3.1692 22.8622 7.5394 0.066
H -5.3316 23.5666 7.1531 0.007
H -5.8785 24.8258 6.6155 0.020
C -10.1773 25.4613 2.6806 -0.090
O -8.8152 24.9859 2.7018 -0.189
C -7.7667 25.9825 2.7834 -0.149
C -7.6455 26.5337 4.2652 -0.391
C -6.4679 27.5162 4.3080 -0.052
N -7.3823 25.4772 5.2293 0.032
H -10.3213 26.4198 3.1793 0.072
H -10.8544 24.7494 3.1526 0.051
H -10.5569 25.6152 1.6705 0.087
H -6.8250 25.4812 2.5596 0.127
H -7.9942 26.7819 2.0782 0.091
H -8.5404 27.1022 4.5184 0.119
H -5.6031 27.0496 3.8363 0.082
H -6.2716 27.7795 5.3473 0.065
H -6.7214 28.4316 3.7733 0.071
H -7.9634 24.6637 5.0859 0.060
H -6.4944 25.0246 5.0655 0.058
C -5.1961 30.1858 6.6613 -0.134
O -4.3723 31.0381 7.3463 -0.189
C -3.9104 32.1219 6.5141 -0.165
C -2.9462 33.0084 7.4218 -0.409
C -1.8304 32.2029 8.0668 -0.056
N -3.8060 33.6479 8.4266 0.030
H -5.2939 29.2521 7.2152 0.071
H -4.8830 29.9762 5.6385 0.081
H -6.1970 30.6166 6.6369 0.071
H -3.4989 31.7546 5.5739 0.110
H -4.6731 32.7572 6.0639 0.111
H -2.5387 33.8351 6.8399 0.131
H -1.3126 32.9103 8.7146 0.077
H -1.1610 31.9294 7.2512 0.072
H -2.1816 31.3506 8.6485 0.070
H -4.2710 32.9037 8.9266 0.063
H -4.5461 33.9637 7.8161 0.056
```

Output
Highest occupied orbital energy in eV: -8.72
E_LUMO in eV: 0.34
Molecular weight in g/mol: 891.38
Kohn-Sham gap in hartree: 0.33326
Total charge: 0
Energy above the lowest of the compared OMol25 structures with the same formula, charge and spin in kcal/mol: 112.2
Spin multiplicity: 1